No. 1
Molecular formula: C2H5F2NS
Method: DFT, ωB97M-V with the def2-TZVPD basis set

Kohn-Sham gap (alpha / beta): 7.44 / 8.46 eV
energy relative to the best compared isomer or geometry (same formula, charge and spin): 95.5 kcal/mol

```
11
Properties=species:S:1:pos:R:3:forces:R:3:lowdin_charge:R:1
C -1.064049 -1.134994 0.263236 -0.9 -0.7 1.8 -0.46
C 1.511044 -0.001442 -0.155855 -0.2 -0.5 1.2 -0.42
N 0.898221 1.171749 -0.455542 0.9 1.2 1.9 0.02
F 2.329957 -0.189231 0.970397 -1.5 0.9 -1.9 0.03
F 2.072543 -0.700024 -1.157897 -0.5 0.5 0.5 0.08
S -1.720653 0.233125 -0.488850 -1.3 0.3 -1.2 0.76
H -0.923108 -1.887683 -0.487887 0.1 -0.5 -0.1 -0.02
H -1.768101 -1.446876 1.150988 2.0 0.4 -1.5 0.05
H -0.242651 1.133126 -0.485446 1.8 -0.4 -0.4 -0.08
H 1.049750 1.915235 0.293607 0.2 -1.4 -1.2 0.13
H -2.142958 0.907016 0.553244 -0.4 0.3 0.7 -0.10
```
Forces are in eV/Å.

---

No. 2
Molecular formula: C2H5F3N3OP
Method: DFT, ωB97M-V with the def2-TZVPD basis set

Kohn-Sham gap: 9.21 eV
energy relative to the best compared isomer or geometry (same formula, charge and spin): 18.5 kcal/mol
structure (SMILES): N/P=N/O[C@@H](N)C(F)(F)F

```
15
Properties=species:S:1:pos:R:3:forces:R:3:lowdin_charge:R:1
N -3.199905 -1.405650 -0.418982 0.3 0.5 -1.0 -0.27
P -2.258089 -0.992866 0.896390 1.3 0.6 0.0 0.84
N -0.841976 -0.649526 0.186135 -1.2 0.3 0.2 -0.28
O 0.155971 -0.028444 1.009415 -2.0 -1.1 0.2 -0.20
C 1.246780 0.260765 0.261644 3.1 0.7 -2.5 -0.39
N 2.124768 1.113958 1.073270 -0.3 0.1 -2.8 0.10
C 2.125185 -0.999713 -0.131122 -0.8 -2.0 2.5 -0.63
F 3.162320 -0.813284 -0.869486 2.2 2.2 -0.9 0.19
F 2.552558 -1.661129 1.003203 0.2 1.2 0.5 0.09
F 1.534368 -1.989243 -0.751111 -2.7 -0.9 -1.3 0.14
H -2.779924 -1.129138 -1.320998 -0.3 -0.4 0.5 0.04
H -4.203127 -1.191800 -0.409084 0.7 -0.3 0.3 0.03
H 1.076541 0.801432 -0.750387 -0.4 -0.9 1.5 0.18
H 2.078970 2.031461 0.597806 0.1 -0.5 1.4 0.10
H 1.747132 1.069190 1.982504 -0.2 0.6 1.3 0.07
```
Forces are in eV/Å.

---

No. 3
Molecular formula: C2H5FIN
Method: DFT, ωB97M-V with the def2-TZVPD basis set

Kohn-Sham gap (alpha / beta): 9.48 / 6.76 eV
energy relative to the best compared isomer or geometry (same formula, charge and spin): 97.4 kcal/mol

```
10
Properties=species:S:1:pos:R:3:forces:R:3:lowdin_charge:R:1
C -0.543386 0.970124 0.192535 3.3 0.9 -2.8 -0.13
C -0.481022 -0.464429 -0.199576 0.4 -2.6 -0.9 -0.32
N 0.602670 -1.216220 0.490810 -0.6 1.9 0.6 0.01
F 0.751821 -2.390073 -0.131837 -0.1 -0.7 -0.5 -0.07
I 3.101029 0.952673 0.077278 0.1 -0.2 0.0 0.19
H -1.174757 1.004012 1.010289 -0.8 0.8 1.9 0.04
H 0.588654 1.268459 0.382568 -2.7 0.2 -0.1 -0.06
H -0.996151 1.529790 -0.684087 0.7 -0.3 1.2 0.10
H -1.448237 -0.825411 0.123514 -0.3 -1.0 0.2 0.11
H -0.400624 -0.828924 -1.261498 0.0 1.1 0.6 0.13
```
Forces are in eV/Å.

---

No. 4
Molecular formula: C2H5FN2
Method: DFT, ωB97M-V with the def2-TZVPD basis set

Kohn-Sham gap: 10.42 eV
energy relative to the best compared isomer or geometry (same formula, charge and spin): 73.4 kcal/mol

```
10
Properties=species:S:1:pos:R:3:forces:R:3:lowdin_charge:R:1
C 0.359042 0.363269 -0.349719 0.8 -0.8 1.3 -0.60
C -0.896648 0.131892 0.460371 -3.4 0.9 3.9 -0.15
H 1.717688 -1.258261 -0.839965 -1.9 2.7 4.4 0.24
H 0.504239 -1.353008 0.763588 3.2 2.2 -2.3 0.13
H 0.211053 2.006770 -1.464066 1.3 -2.4 0.6 0.10
H -0.816621 0.239600 1.776926 0.3 0.8 -4.1 0.20
H -1.899167 0.550542 0.152788 1.5 0.3 0.1 0.12
N 1.197828 -0.592389 0.196333 0.7 -6.3 -2.3 0.00
N 0.857214 1.153049 -1.198406 -2.5 3.0 -0.9 0.10
F -1.234629 -1.241465 0.502149 -0.1 -0.4 -0.8 -0.14
```
Forces are in eV/Å.

---

No. 5
Molecular formula: C2H5FN2O
Method: DFT, ωB97M-V with the def2-TZVPD basis set

Kohn-Sham gap (alpha / beta): 9.15 / 8.50 eV
multiplicity: 3
energy relative to the best compared isomer or geometry (same formula, charge and spin): 113.7 kcal/mol

```
11
Properties=species:S:1:pos:R:3:forces:R:3:lowdin_charge:R:1
C 0.449914 -0.329235 0.096568 -3.0 -3.6 -1.8 -0.07
C -0.724819 0.153237 -0.864752 1.6 1.3 0.1 -0.19
N -2.251143 -1.452842 -0.077553 0.0 0.1 0.5 0.08
N -1.752778 -3.772994 -0.244429 -0.3 0.1 0.0 0.12
O -1.648867 -0.963203 -1.060928 -0.3 0.1 -0.8 -0.25
F -2.982199 -4.209593 -0.453237 0.2 0.0 0.0 -0.14
H 0.101024 -1.271513 0.704087 0.3 1.8 -1.2 0.10
H 1.261861 -0.668738 -0.498952 1.0 0.0 -0.2 0.05
H 0.663226 0.370522 0.797591 1.0 2.3 1.8 0.02
H -0.392083 0.415815 -1.992476 -0.7 -0.5 2.9 0.16
H -1.195619 1.060350 -0.331044 0.1 -1.5 -1.2 0.13
```
Forces are in eV/Å.

---

No. 6
Molecular formula: C2H5FN2O4S
Method: DFT, ωB97M-V with the def2-TZVPD basis set

Kohn-Sham gap (alpha / beta): 8.06 / 8.20 eV
multiplicity: 3

```
15
Properties=species:S:1:pos:R:3:forces:R:3:lowdin_charge:R:1
C -1.957578 -0.273167 -0.976861 0.4 -1.3 -0.2 -0.06
C -1.525722 0.143592 0.483049 -0.8 0.7 -1.2 -0.20
N -0.124837 0.065097 0.731304 -6.7 -7.1 4.6 0.08
N 0.559359 0.976435 0.293598 7.7 2.4 -3.1 -0.40
O 0.337181 2.040403 -0.195280 -1.8 4.4 -1.4 0.16
O 1.943855 0.860001 0.704622 0.7 -1.4 0.3 -0.12
O 3.880374 -0.349643 -0.030403 0.8 -0.5 0.4 -0.19
O 1.640941 -1.234356 -0.546784 -1.3 -1.6 -1.7 -0.19
F 2.436675 -1.362519 1.699882 0.4 0.8 -1.3 -0.13
S 2.545569 -0.617821 0.296106 0.1 2.4 2.2 0.62
H -1.304934 0.307022 -1.590825 0.1 0.9 -0.7 0.05
H -1.582443 -1.279315 -1.226074 -0.6 0.0 0.4 0.07
H -3.026949 -0.149171 -1.341966 1.3 0.0 1.1 0.10
H -1.758085 1.193212 0.399255 -0.4 0.6 0.7 0.10
H -2.063411 -0.319773 1.300381 0.0 -0.3 -0.1 0.11
```
Forces are in eV/Å.

---

No. 7
Molecular formula: C2H5FN2O5S
Method: DFT, ωB97M-V with the def2-TZVPD basis set

Kohn-Sham gap: 10.72 eV
structure (SMILES): NC1(N)OS(=O)(=O)O[C@]1(O)F

```
16
Properties=species:S:1:pos:R:3:forces:R:3:lowdin_charge:R:1
N 1.318434 0.399464 1.302132 -0.1 0.0 -1.4 0.10
C 0.611214 -0.066422 0.073228 3.0 0.5 0.6 -0.51
N 1.562544 -0.813505 -0.764199 -1.3 -0.1 -0.3 0.12
O 0.338094 1.172307 -0.645272 -3.9 -1.5 1.5 -0.15
S -1.325396 1.375533 -0.455615 -0.6 4.8 -3.3 0.81
O -1.926391 1.046316 -1.766936 1.1 -0.3 3.5 -0.26
O -1.455017 2.809196 -0.062063 -0.1 -4.4 0.1 -0.26
O -1.726428 0.252443 0.745549 2.0 1.0 -1.9 -0.08
C -0.714165 -0.784276 0.578930 0.6 0.1 -0.3 -0.51
O -1.118295 -1.730494 -0.351532 0.4 0.5 1.5 0.11
F -0.427543 -1.220647 1.857579 -1.2 -0.5 -1.8 0.10
H 1.666732 1.330196 1.045628 0.1 -0.5 0.4 0.10
H 2.103220 -0.246233 1.410570 -0.2 0.4 0.2 0.09
H 2.031415 -0.087134 -1.324513 0.0 -0.5 0.5 0.10
H 1.081975 -1.387199 -1.469876 0.0 0.2 0.5 0.09
H -2.020394 -2.049543 -0.173610 0.3 0.2 0.1 0.14
```
Forces are in eV/Å.

---

No. 8
Molecular formula: C2H5FO2
Method: DFT, ωB97M-V with the def2-TZVPD basis set

Kohn-Sham gap: 8.20 eV
energy relative to the best compared isomer or geometry (same formula, charge and spin): 85.2 kcal/mol

```
10
Properties=species:S:1:pos:R:3:forces:R:3:lowdin_charge:R:1
C 0.012645 1.150635 -0.042027 1.1 -3.6 3.6 -0.16
C -0.734180 -0.976061 0.037315 -1.3 6.3 0.9 -0.35
O 0.976101 1.454626 -0.966553 1.8 -0.1 -0.2 -0.11
O 0.138556 -1.764360 -0.496820 1.8 -2.6 -0.6 0.05
F -0.829126 -1.090217 1.386680 0.1 -0.6 0.6 -0.02
H -0.891588 1.684328 -0.169249 -0.7 0.7 -0.4 0.04
H 0.410204 1.213326 1.102569 -1.0 -0.1 -2.6 0.12
H -1.796814 -0.837198 -0.343548 1.6 -0.9 -0.2 0.14
H 1.931841 1.295690 -0.674547 -2.4 0.1 -0.3 0.13
H 0.782361 -2.130769 0.166181 -1.0 0.7 -0.8 0.15
```
Forces are in eV/Å.